# C18H18BrCoN3O5

C18H18BrCoN3O5 as an isolated structure at a distorted geometry (ωB97M-V/def2-TZVPD, OMol25).

Element x y z (Å)
Co: 0.188 -0.247 0.145
O: 1.264 3.402 1.733
C: 0.904 2.293 1.439
O: 0.616 1.783 0.318
C: 0.788 1.231 2.580
C: 1.319 1.349 3.853
C: 1.206 0.255 4.702
C: 0.562 -0.899 4.267
C: 0.078 -0.918 2.972
N: 0.189 0.125 2.167
C: -0.541 -2.159 2.250
O: -0.903 -3.086 2.925
O: -0.536 -1.990 0.999
H: 1.818 2.262 4.142
H: 1.625 0.295 5.696
H: 0.445 -1.772 4.890
Br: 6.772 -1.403 -0.554
C: 4.923 -1.136 -0.329
C: 4.242 -1.736 0.728
C: 2.883 -1.519 0.843
N: 2.198 -0.755 -0.011
C: 2.854 -0.170 -1.015
C: 4.210 -0.334 -1.217
H: 4.760 -2.362 1.439
H: 2.326 -1.977 1.650
H: 2.263 0.459 -1.668
H: 4.701 0.152 -2.046
O: -0.632 -0.495 -1.632
C: -1.770 -0.738 -2.057
C: -2.073 -0.738 -3.520
C: -2.400 0.767 -3.749
C: -3.440 1.404 -2.807
C: -2.957 1.679 -1.368
C: -3.060 0.445 -0.444
N: -2.860 -0.747 -1.262
H: -2.933 -1.365 -3.755
H: -1.224 -1.023 -4.137
H: -2.768 0.863 -4.771
H: -1.468 1.334 -3.679
H: -4.358 0.811 -2.793
H: -3.698 2.367 -3.248
H: -3.549 2.487 -0.941
H: -1.920 2.022 -1.402
H: -4.041 0.371 0.025
H: -2.292 0.485 0.345
H: -3.712 -1.070 -1.704

total charge	+1
⟨S²⟩	6.011
multiplicity	5
orbital gap (spin up / spin down)	0.3489 / 0.2295	hartree

# C35H36F9FeN9PS

C35H36F9FeN9PS as an isolated structure (ωB97M-V/def2-TZVPD, OMol25).

Element x y z (Å)
Fe: -0.166 1.543 -1.962
N: 1.571 2.181 -1.118
C: 2.669 1.662 -1.943
C: 2.356 2.011 -3.389
N: 0.935 1.701 -3.741
C: 0.331 2.827 -4.494
C: 0.063 3.985 -3.547
N: -0.744 3.466 -2.426
C: 0.862 0.438 -4.505
C: 1.247 -0.711 -3.592
N: 0.430 -0.598 -2.367
H: 1.593 3.198 -1.109
H: 1.675 1.897 -0.145
H: 2.684 0.585 -1.795
H: 3.648 2.050 -1.654
H: 3.037 1.494 -4.069
H: 2.526 3.076 -3.540
H: -0.616 2.473 -4.909
H: 0.965 3.134 -5.332
H: -0.425 4.808 -4.072
H: 0.997 4.379 -3.144
H: -1.710 3.345 -2.726
H: -0.791 4.119 -1.648
H: 1.504 0.470 -5.391
H: -0.169 0.310 -4.836
H: 2.302 -0.655 -3.329
H: 1.104 -1.664 -4.105
H: 0.724 -1.264 -1.657
H: -0.522 -0.829 -2.638
F: 5.505 1.996 4.926
C: 5.009 2.572 3.821
F: 6.036 2.729 2.964
F: 4.576 3.794 4.155
C: 3.921 1.732 3.205
C: 4.198 0.407 2.900
C: 3.227 -0.388 2.311
C: 1.973 0.141 2.014
C: 1.706 1.475 2.333
C: 2.672 2.268 2.933
P: 0.582 -0.758 1.231
C: 1.258 -2.423 0.879
C: 0.636 -3.588 1.319
C: 1.070 -4.832 0.878
C: 2.135 -4.921 -0.002
C: 2.775 -3.770 -0.445
C: 2.330 -2.533 -0.014
C: 2.639 -6.265 -0.457
F: 1.689 -7.207 -0.378
F: 3.676 -6.676 0.291
F: 3.064 -6.222 -1.731
C: -0.492 -1.046 2.679
C: 0.012 -1.452 3.914
C: -0.846 -1.682 4.976
C: -2.212 -1.495 4.808
C: -2.727 -1.067 3.594
C: -1.862 -0.846 2.533
C: -3.171 -1.743 5.944
F: -4.052 -2.708 5.626
F: -3.880 -0.641 6.232
F: -2.543 -2.126 7.064
H: 5.171 -0.008 3.134
H: 3.451 -1.424 2.097
H: 0.724 1.889 2.126
H: 2.455 3.295 3.192
H: -0.192 -3.532 2.015
H: 0.579 -5.731 1.223
H: 3.613 -3.845 -1.127
H: 2.835 -1.638 -0.367
H: 1.077 -1.592 4.048
H: -0.458 -2.001 5.934
H: -3.786 -0.882 3.475
H: -2.259 -0.481 1.593
C: -5.440 0.793 -2.691
N: -4.549 -0.042 -1.893
C: -4.973 -0.973 -0.962
C: -3.876 -1.517 -0.406
N: -2.793 -0.912 -1.017
C: -3.208 -0.022 -1.942
S: -2.244 0.877 -3.045
H: -6.304 1.048 -2.082
H: -5.756 0.259 -3.585
H: -4.916 1.701 -2.971
H: -6.015 -1.122 -0.746
H: -3.766 -2.240 0.381
H: -1.829 -1.070 -0.782
N: -1.132 1.874 -0.210
C: -2.221 2.131 0.121
C: -3.494 2.464 0.530
C: -4.242 1.581 1.341
N: -4.841 0.829 1.978
C: -4.067 3.617 -0.068
N: -4.527 4.521 -0.617

total charge	+1
multiplicity	1
orbital gap	0.3013	hartree

# C2H2NO2S

An isolated ion of composition C2H2NO2S and charge -1 at a distorted geometry (ωB97M-V/def2-TZVPD, OMol25).

Element x y z (Å)
C: -0.788 0.481 -0.778
C: 0.362 1.324 -0.753
N: -0.700 1.048 0.349
O: 1.766 -1.530 -0.329
O: 2.952 0.800 0.179
S: 1.654 0.192 -0.042
H: -1.415 -0.210 -1.302
H: 0.992 0.119 1.249

total charge	-1
⟨S²⟩	2.013
multiplicity	3
orbital gap (spin up / spin down)	0.1877 / 0.2940	hartree

# C12H22Cl2F9NO9P2Si2

C12H22Cl2F9NO9P2Si2 as an isolated structure at a distorted geometry (ωB97M-V/def2-TZVPD, OMol25).

Element x y z (Å)
N: 1.805 -1.516 -0.864
P: 0.598 -0.738 0.200
O: 1.282 0.821 0.647
Si: -1.229 -0.532 -0.999
Cl: -0.924 -0.902 -3.123
O: -2.568 -1.559 -0.511
Si: -2.027 -3.070 0.209
P: -0.894 -4.389 -1.131
O: 0.811 -4.419 -0.779
Cl: -1.565 -6.405 -0.734
H: 2.656 -0.925 -1.003
H: 1.394 -1.840 -1.772
H: 2.164 0.639 1.126
H: -1.667 0.880 -0.922
H: -3.264 -3.811 0.570
H: -1.367 -2.783 1.492
H: 1.257 -4.264 -1.684
C: -2.645 6.081 0.922
C: -2.608 6.316 -0.576
O: -2.051 5.178 -1.252
C: -2.910 4.136 -1.489
O: -4.092 4.134 -1.155
C: -2.202 3.019 -2.254
F: -0.964 2.739 -1.753
F: -2.017 3.335 -3.569
F: -2.890 1.843 -2.239
H: -1.650 5.817 1.295
H: -2.994 6.976 1.446
H: -3.311 5.250 1.175
H: -1.956 7.167 -0.797
H: -3.600 6.560 -0.973
C: 6.997 0.303 -5.348
C: 5.747 1.161 -5.410
O: 4.930 0.948 -4.248
C: 5.289 1.643 -3.122
O: 6.248 2.408 -3.067
C: 4.311 1.362 -1.982
F: 4.012 0.037 -1.858
F: 3.121 2.005 -2.157
F: 4.782 1.757 -0.765
H: 6.734 -0.751 -5.207
H: 7.580 0.403 -6.267
H: 7.630 0.589 -4.502
H: 5.146 0.870 -6.277
H: 5.990 2.223 -5.528
C: -3.315 -5.357 6.206
C: -2.030 -4.595 5.937
O: -2.248 -3.570 4.955
C: -2.786 -2.397 5.415
O: -3.085 -2.195 6.589
C: -2.917 -1.383 4.279
F: -3.432 -1.930 3.140
F: -1.713 -0.844 3.931
F: -3.728 -0.333 4.592
H: -3.731 -5.751 5.274
H: -3.134 -6.188 6.893
H: -4.076 -4.704 6.644
H: -1.280 -5.277 5.524
H: -1.609 -4.173 6.857

total charge	0
multiplicity	1
orbital gap	0.2690	hartree

# C4H12

A 2-piece molecular cluster, C4H12 overall at a distorted geometry (ωB97M-V/def2-TZVPD, OMol25).

Element x y z (Å)
C: 1.328 -0.054 -1.139
C: 0.396 0.618 -2.047
H: 2.080 0.624 -0.701
H: 0.827 -0.431 -0.210
H: 1.864 -0.872 -1.625
H: 0.951 1.412 -2.613
H: -0.076 -0.045 -2.767
H: -0.350 1.280 -1.555
C: -0.172 -0.285 1.950
C: -1.468 -0.381 1.214
H: -0.310 0.448 2.773
H: -0.026 -1.235 2.464
H: 0.670 0.122 1.366
H: -1.999 0.587 1.160
H: -2.197 -1.108 1.586
H: -1.518 -0.679 0.144

total charge	+1
⟨S²⟩	0.754
multiplicity	2
orbital gap (spin up / spin down)	0.5127 / 0.1694	hartree

no.,M (g mol⁻¹)
1,495.2
2,872.6
3,104.1
4,684.3
5,60.1